{"formula": "CH2IO3S", "method": "ωB97M-V/def2-TZVPD", "species": ["C", "O", "O", "O", "S", "I", "H", "H"], "xyz": [[-0.39215, 1.25461, 0.16398], [1.85233, -1.78012, -0.34861], [0.03397, -2.13507, 1.13503], [-0.35502, -0.50147, -0.71656], [0.39854, -1.82828, -0.27111], [-0.98274, 2.55769, -1.30077], [-1.11384, 1.03967, 0.78820], [0.55891, 1.39296, 0.54984]], "atomic_forces_ev_per_a": [[2.1, -2.4, -4.3], [1.1, 0.9, -0.6], [-0.5, 0.4, -0.1], [0.0, 3.2, 0.7], [-0.7, -1.7, 0.9], [0.0, 0.2, -0.3], [-3.5, -0.9, 3.2], [1.6, 0.3, 0.5]], "lowdin_charge": [-0.57, -0.51, -0.53, -0.55, 0.51, 0.74, -0.07, -0.02], "spin_multiplicity": 1, "relative_energy_kcal_mol": 74.20, "homo_lumo_gap_ev": [5.98, 5.97], "charge": -1, "energy_ha": -960.86609, "lumo_ev": [2.63, 2.63], "largest_force_ev_per_a": 5.4}